## w
Formula: C3H4O3
Source: the OMol25 dataset
Level of theory: ωB97M-V with the def2-TZVPD basis set

structure (SMILES): O=CC(=O)CO
orbital gap: 0.3393 hartree
molecular weight: 88.06 g mol⁻¹

```
! RIJCOSX wB97M-V def2-TZVPD def2/J DEFGRID3
* xyz 0 1
O 2.696 -0.307 -0.172
C 1.518 -0.776 0.118
C 0.419 0.474 0.101
O 1.032 1.489 -0.456
C -1.220 0.434 0.384
O -1.668 -0.743 -0.507
H 1.447 -1.959 0.258
H -1.186 0.262 1.544
H -1.636 1.456 0.301
H -1.400 -0.329 -1.572
*
```

## x
Formula: C3H4O3
Source: the OMol25 dataset
Level of theory: ωB97M-V with the def2-TZVPD basis set

orbital gap: 0.3318 hartree
molecular weight: 88.06 g mol⁻¹

```
! RIJCOSX wB97M-V def2-TZVPD def2/J DEFGRID3
* xyz 0 1
O 0.333 1.351 -0.009
C 1.111 0.412 -0.120
C 0.596 -0.963 -0.115
O -0.906 -0.434 -0.740
C -1.287 0.526 0.202
O -1.427 0.429 1.401
H 2.135 0.678 -0.368
H 1.325 -1.720 -0.511
H 0.088 -1.311 0.770
H -1.969 1.032 -0.511
*
```

## y
Formula: C3H4O3
Source: the OMol25 dataset
Level of theory: ωB97M-V with the def2-TZVPD basis set

orbital gap (alpha / beta): 0.3130 / 0.3130 hartree
molecular weight: 88.06 g mol⁻¹

```
! RIJCOSX wB97M-V def2-TZVPD def2/J DEFGRID3
* xyz 0 1
O -1.124 -1.814 0.189
C -0.469 -0.660 -0.169
C 0.259 1.578 0.165
O 1.168 0.990 -0.503
C 0.890 -0.569 0.173
O 1.728 -1.032 0.863
H -1.511 -2.239 -0.590
H -0.797 -0.122 -1.050
H 0.239 1.548 1.259
H -0.384 2.320 -0.334
*
```

## z
Formula: C3H4O3
Source: the OMol25 dataset
Level of theory: ωB97M-V with the def2-TZVPD basis set

orbital gap: 0.3408 hartree
molecular weight: 88.06 g mol⁻¹

```
! RIJCOSX wB97M-V def2-TZVPD def2/J DEFGRID3
* xyz 0 1
C 1.868 0.550 -0.082
C 0.310 0.649 0.235
C -0.954 -0.314 0.004
O 2.348 -0.607 -0.266
O -1.969 0.393 -0.470
O -0.976 -1.495 0.231
H 0.376 0.745 1.329
H 0.000 1.629 -0.131
H -2.755 -0.163 -0.599
H 1.752 -1.387 -0.251
*
```

z wins, 17.5 kcal/mol ahead of the next structure.